Computed, not measured: 13 unconnected molecules or ions with the total composition C60H159N13O17, with wB97M-V/def2-TZVPD.

```
249
Properties=species:S:1:pos:R:3:mulliken_charge:R:1
C 1.20 -25.14 -13.04 -0.6833
O 1.15 -24.51 -11.79 -0.3338
C 1.79 -23.20 -11.78 -0.2871
C 1.78 -22.71 -10.33 -0.8209
N 2.40 -21.43 -10.03 -0.3268
C 3.62 -21.07 -10.77 -0.2915
C 4.06 -19.51 -10.48 -0.8035
O 3.66 -18.47 -11.48 -0.2805
C 4.40 -18.59 -12.73 -0.7393
H 0.71 -26.11 -13.10 0.2521
H 2.26 -25.12 -13.30 0.2912
H 0.66 -24.52 -13.74 0.2817
H 1.33 -22.47 -12.45 0.3097
H 2.80 -23.30 -12.19 0.3480
H 2.41 -23.50 -9.93 0.2894
H 0.80 -22.70 -9.87 0.3831
H 1.82 -20.62 -10.20 0.2752
H 3.49 -21.15 -11.85 0.1412
H 4.31 -21.84 -10.43 0.3735
H 5.13 -19.45 -10.28 0.3613
H 3.85 -19.28 -9.43 0.4393
H 3.87 -17.96 -13.44 0.2159
H 4.55 -19.61 -13.08 0.3086
H 5.37 -18.14 -12.56 0.3062
C 8.09 -13.28 -2.63 -0.7435
O 6.85 -12.61 -2.86 -0.3495
C 6.16 -13.03 -4.03 -0.5430
C 5.06 -12.03 -4.43 -0.5988
N 5.55 -10.70 -4.91 -0.2175
C 4.65 -9.73 -5.40 -0.4869
C 5.21 -8.31 -5.76 -0.5871
O 6.02 -7.72 -4.68 -0.3715
C 5.26 -6.85 -3.81 -0.6430
H 8.97 -12.84 -3.10 0.2937
H 7.99 -14.35 -2.81 0.3097
H 8.34 -13.06 -1.59 0.2597
H 5.72 -14.00 -3.81 0.3536
H 6.97 -13.07 -4.76 0.3745
H 4.38 -11.87 -3.60 0.3320
H 4.55 -12.52 -5.26 0.3359
H 6.28 -10.29 -4.35 0.2367
H 3.94 -9.44 -4.62 0.2269
H 4.03 -10.12 -6.22 0.3399
H 4.44 -7.58 -6.01 0.4095
H 5.92 -8.34 -6.59 0.2750
H 4.52 -7.52 -3.39 0.2923
H 4.78 -6.04 -4.36 0.2669
H 5.98 -6.51 -3.06 0.2357
C -0.26 -18.50 -14.06 -0.8292
O -0.35 -17.98 -12.68 -0.1706
C -1.54 -17.28 -12.45 -0.6505
C -1.30 -16.43 -11.20 -0.5714
N -1.39 -17.19 -9.94 -0.2313
C -0.74 -16.54 -8.83 -0.8212
C -1.58 -15.41 -8.21 -0.3697
O -0.98 -14.63 -7.24 -0.4089
C -1.88 -13.77 -6.39 -0.7081
H 0.38 -19.38 -14.11 0.1911
H 0.01 -17.74 -14.79 0.3043
H -1.24 -18.83 -14.40 0.3606
H -2.44 -17.89 -12.50 0.3999
H -1.61 -16.47 -13.18 0.3601
H -2.10 -15.69 -11.18 0.3381
H -0.29 -16.01 -11.22 0.3088
H -2.32 -17.44 -9.63 0.2034
H 0.29 -16.29 -9.09 0.3436
H -0.64 -17.34 -8.10 0.3670
H -2.33 -15.97 -7.64 0.3681
H -2.23 -14.82 -8.86 0.3718
H -1.48 -12.78 -6.14 0.2491
H -2.20 -14.36 -5.53 0.2781
H -2.77 -13.68 -7.00 0.3058
C -6.76 -21.81 -12.43 -0.7667
O -7.24 -20.97 -11.40 -0.3251
C -6.30 -20.99 -10.26 -0.6254
C -6.88 -20.13 -9.06 -0.6508
N -7.19 -18.74 -9.48 -0.3205
C -8.26 -18.28 -8.64 -0.5925
C -8.51 -16.86 -8.92 -0.7480
O -9.39 -16.68 -10.09 -0.3038
C -9.63 -15.38 -10.42 -0.7086
H -7.36 -21.73 -13.34 0.2975
H -6.99 -22.86 -12.27 0.2787
H -5.68 -21.81 -12.59 0.3000
H -5.30 -20.62 -10.50 0.3447
H -6.09 -22.00 -9.92 0.4359
H -6.07 -20.14 -8.34 0.3116
H -7.73 -20.73 -8.73 0.3543
H -7.50 -18.71 -10.44 0.2765
H -7.99 -18.48 -7.60 0.4078
H -9.10 -18.92 -8.90 0.4106
H -7.52 -16.41 -9.00 0.3456
H -9.06 -16.33 -8.14 0.4651
H -10.31 -14.94 -9.69 0.2783
H -10.21 -15.39 -11.34 0.2385
H -8.70 -14.83 -10.43 0.2979
C -4.29 -30.00 -9.43 -1.2789
C -5.00 -28.71 -9.04 0.2377
C -6.53 -28.74 -8.67 -0.6896
O -7.03 -27.42 -8.38 -0.2613
C -8.14 -27.55 -7.51 -0.7544
N -4.29 -28.21 -7.84 -0.7152
H -4.79 -30.33 -10.34 0.3503
H -4.18 -30.74 -8.64 0.2972
H -3.31 -29.65 -9.75 0.3542
H -4.63 -27.95 -9.73 0.3576
H -6.58 -29.40 -7.81 0.3540
H -7.09 -29.17 -9.50 0.3261
H -9.04 -27.97 -7.96 0.3040
H -8.30 -26.59 -7.01 0.2674
H -7.92 -28.26 -6.72 0.3308
H -4.73 -28.45 -6.96 0.2494
H -4.44 -27.21 -7.89 0.2702
C 6.13 -13.62 -19.99 -1.1765
C 7.38 -13.66 -19.04 0.2354
C 8.35 -14.85 -19.35 -0.6050
O 7.68 -16.05 -18.88 -0.3275
C 8.41 -17.20 -19.22 -0.7234
N 8.14 -12.45 -19.19 -0.7484
H 5.67 -14.60 -19.86 0.3109
H 6.48 -13.42 -21.00 0.2928
H 5.39 -12.92 -19.60 0.3298
H 7.25 -13.47 -17.97 0.3509
H 9.30 -14.71 -18.85 0.3741
H 8.56 -14.78 -20.42 0.3391
H 9.05 -17.12 -20.10 0.3168
H 7.73 -18.05 -19.25 0.2495
H 9.06 -17.45 -18.38 0.2652
H 8.99 -12.56 -18.64 0.2580
H 8.46 -12.50 -20.15 0.2584
C 11.49 -27.61 -7.47 -1.4949
C 11.06 -26.59 -6.41 0.5177
C 10.61 -25.21 -6.97 -0.6473
O 10.48 -24.23 -5.94 -0.3349
C 10.09 -22.94 -6.44 -0.7414
N 9.97 -27.18 -5.60 -0.7218
H 10.71 -27.84 -8.19 0.3480
H 11.87 -28.52 -7.00 0.3426
H 12.26 -27.27 -8.17 0.4017
H 11.96 -26.50 -5.79 0.2513
H 9.68 -25.27 -7.54 0.3129
H 11.31 -24.98 -7.78 0.3655
H 10.64 -22.74 -7.36 0.3131
H 10.53 -22.13 -5.86 0.2750
H 9.00 -22.93 -6.48 0.2725
H 9.19 -27.39 -6.21 0.2464
H 9.67 -26.49 -4.93 0.2937
C 9.69 -23.31 -14.90 -1.4910
C 11.15 -23.80 -14.89 0.4142
C 12.26 -22.75 -14.67 -0.6714
O 12.39 -21.63 -15.60 -0.3223
C 13.35 -20.62 -15.27 -0.7335
N 11.40 -24.79 -13.85 -0.5599
H 8.99 -24.15 -14.89 0.4403
H 9.40 -22.94 -15.88 0.3668
H 9.41 -22.60 -14.12 0.3406
H 11.41 -24.32 -15.82 0.3229
H 13.18 -23.33 -14.65 0.3074
H 12.10 -22.23 -13.73 0.2755
H 13.63 -20.06 -16.16 0.2498
H 14.29 -20.98 -14.84 0.3105
H 12.93 -19.95 -14.52 0.3011
H 11.44 -25.75 -14.16 0.2243
H 10.72 -24.58 -13.12 0.2245
C 2.60 -32.21 -3.71 -1.3308
C 2.61 -30.99 -4.67 0.6595
C 3.42 -31.33 -6.00 -0.9725
O 4.34 -30.43 -6.53 -0.3624
C 3.92 -29.62 -7.61 -0.6478
N 1.20 -30.77 -5.00 -0.7032
H 3.60 -32.61 -3.57 0.3482
H 1.96 -33.06 -3.96 0.3224
H 2.37 -31.68 -2.78 0.3845
H 3.07 -30.04 -4.36 0.2668
H 2.73 -31.63 -6.79 0.4885
H 4.09 -32.19 -5.96 0.3140
H 2.99 -29.09 -7.42 0.2566
H 3.67 -30.40 -8.33 0.3328
H 4.71 -28.99 -8.02 0.2419
H 1.08 -30.23 -5.84 0.1941
H 0.69 -30.30 -4.27 0.2070
C -1.99 -33.58 -17.87 -1.3305
C -0.54 -33.13 -18.21 0.5249
C 0.62 -33.68 -17.35 -0.6715
O 0.41 -33.39 -15.90 -0.3153
C 1.38 -33.90 -15.07 -0.7315
N -0.31 -33.38 -19.59 -0.7293
H -2.03 -34.63 -17.56 0.3107
H -2.67 -33.49 -18.72 0.4045
H -2.36 -32.84 -17.15 0.3137
H -0.61 -32.04 -18.10 0.2246
H 1.59 -33.19 -17.45 0.3589
H 0.73 -34.76 -17.37 0.3075
H 1.19 -33.61 -14.04 0.2524
H 2.36 -33.55 -15.40 0.2831
H 1.46 -34.98 -14.93 0.3054
H 0.62 -33.19 -19.95 0.2445
H -0.28 -34.37 -19.78 0.2480
C 10.35 -9.30 -9.75 -1.2804
C 9.48 -10.10 -10.71 0.4725
C 10.29 -10.59 -12.02 -0.7779
O 10.78 -9.55 -12.87 -0.3256
C 11.62 -9.97 -13.84 -0.8606
N 9.11 -11.26 -10.00 -0.7106
H 9.91 -9.02 -8.79 0.3539
H 10.62 -8.41 -10.31 0.3175
H 11.29 -9.79 -9.48 0.3336
H 8.65 -9.52 -11.11 0.2729
H 9.68 -11.28 -12.60 0.3495
H 11.07 -11.23 -11.62 0.3710
H 12.65 -9.98 -13.48 0.3299
H 11.83 -9.34 -14.71 0.3114
H 11.52 -10.92 -14.35 0.3334
H 8.46 -11.69 -10.64 0.2560
H 8.55 -11.04 -9.18 0.2522
C 2.78 -23.67 -2.09 -1.4008
C 1.86 -22.38 -1.99 0.3874
C 1.65 -21.86 -0.54 -0.5413
O 0.99 -22.77 0.09 -0.3207
C 0.57 -22.34 1.45 -0.7596
N 2.52 -21.40 -2.91 -0.7563
H 3.78 -23.40 -1.75 0.3706
H 3.14 -23.93 -3.09 0.3812
H 2.57 -24.48 -1.39 0.3428
H 0.87 -22.50 -2.44 0.2607
H 0.94 -21.03 -0.53 0.3419
H 2.63 -21.58 -0.15 0.2833
H -0.14 -23.04 1.90 0.2814
H -0.09 -21.49 1.33 0.3238
H 1.43 -22.16 2.10 0.2868
H 3.51 -21.33 -2.71 0.2729
H 2.47 -21.69 -3.87 0.2459
C 2.25 -9.31 -14.37 -1.3766
C 1.53 -8.20 -13.62 0.5369
C 2.42 -7.22 -12.85 -0.7043
O 1.77 -6.01 -12.59 -0.3666
C 2.06 -4.94 -13.43 -0.7601
N 0.48 -7.58 -14.51 -0.6930
H 2.74 -8.73 -15.15 0.3531
H 1.60 -10.00 -14.90 0.3428
H 2.90 -9.94 -13.77 0.3304
H 0.88 -8.68 -12.88 0.2069
H 3.38 -6.99 -13.32 0.3657
H 2.78 -7.64 -11.91 0.3287
H 1.90 -5.20 -14.47 0.2871
H 3.03 -4.44 -13.41 0.3213
H 1.32 -4.16 -13.27 0.2859
H 0.92 -7.15 -15.30 0.2522
H -0.01 -6.89 -13.96 0.2897
```

As for the energy relative to the best compared isomer or geometry (same formula, charge and spin): 1246.6 kJ/mol. As for the HOMO energy: -8.22 eV. As for the LUMO energy: 0.0125 Ha. The total energy comes out at -4371.5407 hartree.